Molecular formula: C13H31AsCl2IOPS5Tc
Method: DFT, ωB97M-V with the def2-TZVPD basis set

Results
- highest occupied orbital energy (spin up / spin down) (eV) = -17.82 / -17.82
- charge = +3

Cartesian coordinates (Å):
Tc -0.109 -0.217 -0.127
S 4.607 -1.414 1.240
As 3.688 -0.726 -0.439
S 1.477 1.081 0.923
S 1.478 -1.619 -0.805
S 4.244 0.445 -2.009
I 0.369 2.888 1.950
Cl -1.939 -1.368 -1.271
C -1.711 -2.068 -2.928
Cl -3.240 -2.704 -3.480
H -0.972 -2.860 -2.859
H -1.389 -1.257 -3.573
C -1.538 -3.913 1.003
C -1.920 -2.664 1.806
P -0.558 -1.466 1.974
C -1.014 -0.270 3.283
C -1.717 -0.860 4.511
C 0.940 -2.409 2.487
C 0.793 -3.188 3.792
H -2.433 -4.494 0.788
H -0.865 -4.552 1.572
H -1.055 -3.668 0.056
H -2.209 -2.949 2.820
H -2.776 -2.143 1.369
H -1.671 0.475 2.823
H -0.088 0.233 3.573
H -2.700 -1.259 4.268
H -1.867 -0.055 5.229
H -1.131 -1.631 5.003
H 1.763 -1.694 2.562
H 1.151 -3.087 1.658
H 0.791 -2.537 4.663
H 1.657 -3.847 3.886
H -0.097 -3.816 3.817
C -1.358 1.397 -5.720
C -1.466 1.879 -4.270
C -0.068 2.035 -3.692
S 0.029 2.504 -1.938
O -0.683 1.296 -1.217
C -1.160 3.874 -1.796
C -2.559 3.468 -1.345
C -3.448 4.708 -1.244
H -2.351 1.339 -6.162
H -0.893 0.412 -5.783
H -0.773 2.092 -6.322
H -2.042 1.163 -3.677
H -1.996 2.832 -4.261
H 0.497 2.823 -4.201
H 0.510 1.109 -3.757
H -1.166 4.366 -2.770
H -0.707 4.552 -1.069
H -2.502 2.976 -0.372
H -2.998 2.764 -2.053
H -3.118 5.373 -0.445
H -4.471 4.405 -1.027
H -3.453 5.267 -2.179

Atoms 1-2, force components in eV/Å:
3.696 1.397 0.285
-0.767 0.260 -0.815